A | The following is a DFT calculation (ωB97M-V with the def2-TZVPD basis set) of a molecular structure, C31H18F8GaN4O2SSe.

Calculated values
LUMO level, eV: 2.585
2S+1: 1
HOMO energy, eV: -5.1
Kohn-Sham gap, eV: 7.7
Total charge: -1

Last column: Löwdin charge in e.
CARTESIAN COORDINATES (ANGSTROEM)
Ga  0.36  -0.03  1.28  -0.045
O  1.30  -0.62  3.12  -0.181
N  0.69  -0.36  4.16  0.012
N  -0.35  0.40  3.98  -0.178
O  -0.72  0.80  2.76  -0.155
C  -1.24  0.72  5.07  -0.164
C  -0.75  0.80  6.38  -0.033
C  -1.64  0.95  7.44  -0.084
C  -3.04  1.00  7.14  -0.082
C  -3.48  0.97  5.80  -0.090
C  -2.58  0.85  4.77  -0.017
H  0.32  0.69  6.60  0.118
H  -1.27  1.05  8.46  0.098
H  -3.76  1.14  7.96  0.095
H  -4.53  0.98  5.63  0.094
H  -2.93  0.83  3.74  0.131
F  4.34  2.76  -0.88  0.110
C  5.03  1.73  -0.32  -0.578
F  6.13  1.53  -1.08  0.116
F  5.50  2.25  0.85  0.105
C  4.27  0.48  -0.09  -0.135
C  4.85  -0.76  -0.40  0.014
C  4.11  -1.92  -0.20  -0.062
C  2.83  -1.80  0.18  -0.117
N  2.27  -0.64  0.46  0.002
C  2.96  0.56  0.40  -0.641
S  2.03  1.86  1.06  0.754
H  5.87  -0.85  -0.69  0.114
H  4.53  -2.94  -0.24  0.116
H  2.12  -2.62  0.18  0.102
F  -2.25  -3.76  -4.20  0.119
C  -1.89  -3.47  -2.94  -0.172
C  -1.08  -4.26  -2.20  -0.144
F  -0.53  -5.33  -2.86  0.079
C  -0.74  -3.97  -0.91  -0.235
F  0.14  -4.79  -0.29  0.060
C  -1.22  -2.81  -0.26  -0.434
Se  -0.64  -2.27  1.51  0.823
C  -2.13  -2.07  -1.01  -0.290
F  -2.72  -1.05  -0.45  0.103
C  -2.50  -2.40  -2.31  -0.188
F  -3.39  -1.63  -2.91  0.132
N  -0.68  0.66  -0.11  0.082
C  -0.56  0.96  -1.34  -0.312
C  0.55  0.55  -2.24  -0.160
C  0.30  -0.61  -2.98  -0.029
C  1.30  -1.20  -3.73  -0.071
C  2.56  -0.62  -3.88  -0.073
C  2.83  0.51  -3.11  -0.082
C  1.85  1.04  -2.32  -0.058
C  -1.63  1.77  -1.97  -0.159
C  -1.66  2.08  -3.30  -0.033
C  -2.72  2.85  -3.79  -0.091
C  -3.84  3.20  -3.02  -0.092
C  -3.79  2.79  -1.70  -0.104
C  -2.74  2.09  -1.17  -0.029
H  -0.67  -1.05  -3.01  0.089
H  1.06  -2.13  -4.27  0.106
H  3.29  -1.08  -4.48  0.080
H  3.75  1.04  -3.11  0.097
H  2.07  1.80  -1.59  0.067
H  -0.88  1.81  -3.99  0.107
H  -2.66  3.02  -4.85  0.089
H  -4.62  3.72  -3.53  0.089
H  -4.65  2.98  -1.03  0.106
H  -2.74  1.79  -0.14  0.109

=====

B | The following is a DFT calculation (ωB97M-V with the def2-TZVPD basis set) of a molecular structure, C31H18F8GaN4O2SSe.

Calculated values
LUMO level, eV: 2.584
2S+1: 1
HOMO energy, eV: -5.2
Kohn-Sham gap, eV: 7.8
Total charge: -1

Last column: Löwdin charge in e.
CARTESIAN COORDINATES (ANGSTROEM)
Ga  13.26  12.46  11.56  0.222
O  14.72  13.65  12.59  -0.155
N  15.79  13.07  12.82  0.020
N  15.96  12.01  12.08  -0.206
O  15.03  11.60  11.21  -0.134
C  17.00  11.16  12.44  -0.176
C  18.01  11.53  13.40  -0.005
C  19.06  10.68  13.61  -0.113
C  19.26  9.54  12.85  -0.101
C  18.26  9.14  11.94  -0.060
C  17.14  9.98  11.71  0.005
H  17.99  12.47  13.94  0.107
H  19.83  10.97  14.26  0.084
H  20.04  8.87  13.12  0.085
H  18.47  8.27  11.35  0.089
H  16.41  9.76  10.95  0.108
F  12.58  10.91  17.05  0.074
C  12.77  12.27  16.90  -0.575
F  12.21  12.82  18.01  0.101
F  14.06  12.57  17.05  0.137
C  12.12  12.77  15.62  -0.100
C  11.16  13.79  15.71  0.048
C  10.62  14.25  14.48  -0.084
C  11.07  13.80  13.36  -0.178
N  12.05  12.86  13.24  -0.016
C  12.58  12.28  14.36  -0.681
S  13.65  10.96  14.12  0.692
H  10.73  14.04  16.63  0.097
H  9.72  14.80  14.37  0.099
H  10.65  14.08  12.34  0.100
F  10.56  11.84  5.59  0.076
C  11.05  12.57  6.65  -0.108
C  10.17  13.07  7.56  -0.176
F  8.87  13.17  7.24  0.101
C  10.67  13.81  8.61  -0.255
F  9.75  14.44  9.40  0.049
C  12.01  13.97  8.83  -0.515
Se  12.67  14.72  10.44  0.818
C  12.87  13.32  7.95  -0.278
F  14.17  13.41  8.19  0.084
C  12.43  12.61  6.86  -0.164
F  13.30  12.10  6.02  0.140
N  12.50  11.32  10.24  0.128
C  11.42  10.66  10.33  -0.323
C  10.49  10.62  11.54  -0.161
C  9.29  11.34  11.73  -0.071
C  8.54  11.24  12.85  -0.102
C  8.96  10.40  13.91  -0.110
C  10.09  9.67  13.77  -0.092
C  10.88  9.81  12.60  -0.064
C  10.99  9.78  9.22  -0.141
C  9.70  9.98  8.68  -0.047
C  9.38  9.49  7.43  -0.108
C  10.20  8.66  6.62  -0.071
C  11.41  8.36  7.26  -0.102
C  11.82  8.96  8.44  -0.027
H  8.98  12.08  11.02  0.100
H  7.68  11.89  12.95  0.103
H  8.31  10.29  14.83  0.114
H  10.49  8.92  14.52  0.126
H  11.84  9.30  12.51  0.091
H  8.90  10.60  9.05  0.104
H  8.38  9.80  6.99  0.121
H  9.92  8.31  5.66  0.089
H  12.05  7.69  6.78  0.077
H  12.86  8.73  8.71  0.117

=====

Most stable structure, least stable structure: A, B.